Arrangement w

ORCA calculation (ωB97M-V with the def2-TZVPD basis set) on a cluster of 10 separate species, BrH18O9 in total.

Cartesian coordinates (Å):
Br 0.07 -0.34 0.27
O 2.41 -0.62 -2.18
H 3.07 -0.05 -1.80
H 1.74 -0.70 -1.51
O 1.31 2.47 1.43
H 0.36 2.41 1.41
H 1.61 1.65 1.04
O 2.37 2.27 -1.24
H 2.01 3.15 -1.13
H 1.61 1.70 -1.28
O -0.40 -0.50 3.60
H -0.90 -1.32 3.52
H 0.00 -0.38 2.74
O -3.64 -0.42 -0.02
H -4.01 0.32 -0.50
H -2.70 -0.30 -0.08
O -2.02 0.46 -2.39
H -1.94 0.26 -3.32
H -1.13 0.70 -2.12
O -1.42 2.40 1.99
H -1.70 1.79 1.31
H -2.19 2.54 2.53
O 2.59 -2.80 0.47
H 2.04 -3.58 0.43
H 1.97 -2.08 0.55
O -0.54 -3.08 -1.58
H -0.44 -2.24 -1.14
H -0.11 -3.71 -1.00

Calculated values
- net charge = -1
- frontier orbital gap (eV) = 9.49
- 2S+1 = 1
- HOMO energy (eV) = -6.47

---

Arrangement x

ORCA calculation (ωB97M-V with the def2-TZVPD basis set) on a structure of composition BrH18O9.

Cartesian coordinates (Å):
Br 0.32 0.16 -0.17
O -0.77 -1.09 -2.47
H -0.01 -1.37 -2.98
H -0.40 -0.68 -1.69
O -0.28 1.73 2.10
H 0.49 1.76 2.67
H -0.09 1.02 1.49
O -0.53 -2.50 0.07
H -0.66 -2.55 -0.88
H -0.39 -1.57 0.24
O -1.40 -0.97 2.06
H -1.33 -0.70 1.14
H -0.50 -1.10 2.34
O 0.70 -0.95 2.38
H 1.60 -0.81 2.68
H 0.68 -0.59 1.49
O -2.50 0.60 -0.76
H -1.80 0.06 -1.13
H -2.08 1.07 -0.04
O -0.30 2.48 -1.57
H -0.62 3.17 -0.98
H -0.24 1.71 -1.01
O 1.55 -1.85 -1.84
H 1.39 -1.03 -1.39
H 2.06 -2.37 -1.23
O 1.95 2.18 0.12
H 1.36 1.44 -0.03
H 1.81 2.74 -0.64

Calculated values
- net charge = -1
- frontier orbital gap (eV) = 9.05
- 2S+1 = 1
- HOMO energy (eV) = -6.10

---

Quick one: least stable of them? arrangement x

---

Arrangement w

ORCA calculation (ωB97M-V with the def2-TZVPD basis set) on a cluster of 3 separate species, C3H9NO2 in total.

Cartesian coordinates (Å):
C -1.25 0.43 2.16
C -1.61 0.91 0.91
C -1.61 -1.81 1.75
N -1.48 -0.81 2.63
H -0.74 1.15 2.79
H -2.28 0.47 0.19
H -1.38 1.95 0.80
H -2.15 -2.71 2.07
H -1.57 -1.65 0.69
H 0.76 2.77 1.14
H 2.04 2.65 0.28
O 1.58 2.27 1.04
H 3.37 -2.07 -4.72
H 3.29 -1.39 -6.11
O 3.04 -2.19 -5.63

Calculated values
- net charge = -1
- frontier orbital gap (alpha / beta) (eV) = 2.79 / 5.43
- <S²> = 0.76
- 2S+1 = 2
- HOMO energy (alpha / beta) (eV) = -0.11 / -2.75

---

Arrangement x

ORCA calculation (ωB97M-V with the def2-TZVPD basis set) on a cluster of 3 separate species, C3H9NO2 in total.

Cartesian coordinates (Å):
C 0.66 -0.48 -0.63
C 0.16 0.90 -0.30
C -1.07 1.45 -0.54
O 2.74 0.39 0.80
N -0.29 -1.62 -0.65
H 1.37 -0.75 0.15
H 1.23 -0.43 -1.57
H 0.88 1.50 0.24
H -1.99 0.89 -0.35
H -1.09 2.54 -0.49
H -0.97 -1.44 0.14
H -1.01 -1.40 -1.35
H 3.62 0.55 1.15
H -2.70 -0.34 1.79
O -2.21 -0.49 0.97

Calculated values
- net charge = -1
- frontier orbital gap (alpha / beta) (eV) = 6.23 / 3.69
- <S²> = 0.75
- 2S+1 = 2
- HOMO energy (alpha / beta) (eV) = -2.98 / -2.91

---

Quick one: least stable of them? arrangement x

---

Arrangement w

ORCA calculation (ωB97M-V with the def2-TZVPD basis set) on a structure of composition C4H10NO2S.

Cartesian coordinates (Å):
C 0.12 -0.28 0.24
C -0.90 1.96 -0.19
C -0.01 -1.71 0.77
C -1.01 0.56 -0.09
N -2.26 0.04 -0.07
O 1.83 1.61 0.31
O 2.67 -0.91 -1.17
S 1.69 0.21 0.58
H -1.09 2.28 0.83
H -0.03 2.34 -0.55
H -1.77 2.38 -0.72
H -0.29 -2.57 0.20
H 0.93 -1.80 1.24
H -0.84 -1.67 1.56
H -3.07 0.52 -0.26
H -2.33 -0.88 0.34
H 2.99 -0.57 -2.04
H 3.36 -1.49 -0.97

Calculated values
- net charge = +1
- frontier orbital gap (eV) = 8.18
- 2S+1 = 1
- HOMO energy (eV) = -13.49

---

Arrangement x

ORCA calculation (ωB97M-V with the def2-TZVPD basis set) on a structure of composition C4H10NO2S.

Cartesian coordinates (Å):
C -0.74 1.82 0.48
C 0.81 1.91 0.48
C 0.07 -0.51 0.80
C 0.61 -1.70 -0.75
N -0.96 0.36 0.26
O 0.01 -0.97 -1.79
O 0.15 -2.97 -0.47
S 1.36 0.51 1.51
H -1.20 2.11 1.52
H -1.15 2.42 -0.36
H 1.01 1.72 -0.61
H 1.08 2.92 0.86
H -0.23 -1.38 1.46
H 1.78 -1.76 -0.91
H -1.86 0.13 0.47
H -0.90 0.26 -0.76
H -0.62 -1.48 -2.31
H 0.77 -3.38 0.11

Calculated values
- net charge = +1
- frontier orbital gap (eV) = 9.47
- 2S+1 = 1
- HOMO energy (eV) = -12.56

---

Arrangement y

ORCA calculation (ωB97M-V with the def2-TZVPD basis set) on a cluster of 2 separate species, C4H10NO2S in total.

Cartesian coordinates (Å):
C 2.31 -1.09 0.39
C 0.22 -0.09 -1.45
C -0.41 -1.06 0.84
C 0.22 0.02 0.03
N 0.35 1.21 0.58
O 5.04 -0.53 0.29
O 3.39 1.24 0.72
S 3.66 -0.24 0.16
H 2.39 -2.10 0.00
H -0.81 0.06 -1.79
H 0.84 0.66 -1.92
H 0.51 -1.08 -1.78
H -0.21 -2.04 0.42
H -1.49 -0.92 0.85
H -0.07 -1.04 1.87
H 2.47 1.47 0.90
H 0.12 1.35 1.56
H 0.50 2.03 0.01

Calculated values
- net charge = +1
- frontier orbital gap (alpha / beta) (eV) = 8.69 / 8.69
- 2S+1 = 1
- HOMO energy (alpha / beta) (eV) = -13.97 / -13.97

---

Quick one: least stable of them? arrangement y

---

Arrangement w

ORCA calculation (ωB97M-V with the def2-TZVPD basis set) on the molecule C5H11NS.

Cartesian coordinates (Å):
C -1.82 -0.67 -0.05
C -0.99 -1.94 -0.07
C -0.85 0.38 0.31
C -1.19 1.80 -0.06
C 3.13 0.01 -0.02
N 1.83 0.28 0.42
S 0.71 -0.17 -0.48
H -2.25 -0.67 -1.14
H -2.82 -0.66 0.45
H -0.82 -2.46 0.87
H -1.28 -2.68 -0.81
H -0.45 0.18 1.36
H -1.33 1.84 -1.15
H -0.30 2.50 0.10
H -1.94 2.27 0.56
H 3.09 -0.42 -1.05
H 3.64 -0.71 0.71
H 3.66 1.14 0.06

Calculated values
- frontier orbital gap (alpha / beta) (eV) = 8.05 / 7.68
- 2S+1 = 1
- HOMO energy (alpha / beta) (eV) = -7.69 / -7.31

---

Arrangement x

ORCA calculation (ωB97M-V with the def2-TZVPD basis set) on the molecule C5H11NS.

Cartesian coordinates (Å):
C 1.83 -0.93 -0.73
C 1.58 -0.27 0.56
C 0.49 -0.03 1.20
C -0.93 -0.36 0.95
S -1.42 -1.94 -0.11
C -1.59 0.94 0.19
N -0.78 1.19 -1.02
H 2.85 -0.80 -1.09
H 1.36 -2.10 -0.85
H 1.17 -0.39 -1.52
H 2.44 0.00 1.12
H 0.69 0.44 2.09
H -1.49 -0.71 1.74
H -1.07 -1.23 -1.18
H -2.67 0.75 -0.07
H -1.51 1.95 0.73
H -1.14 2.18 -1.43
H 0.19 1.33 -0.58

Calculated values
- frontier orbital gap (eV) = 9.79
- 2S+1 = 1
- HOMO energy (eV) = -8.89
- SMILES string = C/C=C\[C@H](S)CN

---

Quick one: least stable of them? arrangement w

---

Arrangement w

ORCA calculation (ωB97M-V with the def2-TZVPD basis set) on a cluster of 2 separate species, C3H8OS2 in total.

Cartesian coordinates (Å):
C 1.78 -0.78 1.03
C 2.18 -0.26 -0.18
O 2.70 1.03 -0.33
H 1.08 -1.65 1.03
H 2.40 -0.54 2.03
H 1.93 -0.67 -1.17
H 2.81 1.60 0.41
C -0.65 0.18 -1.77
S -1.74 -0.73 -0.51
S -1.28 0.53 1.17
H -0.33 -0.52 -2.73
H 0.23 0.51 -1.22
H -1.21 1.05 -2.21
H -0.03 0.23 1.53

Calculated values
- frontier orbital gap (eV) = 9.14
- 2S+1 = 1
- HOMO energy (eV) = -8.90
- SMILES string = C=CO.CSS

---

Arrangement x

ORCA calculation (ωB97M-V with the def2-TZVPD basis set) on a structure of composition C3H8OS2.

Cartesian coordinates (Å):
S -1.49 0.50 1.27
S 0.89 -0.22 -0.43
C 0.16 -0.22 1.28
C -1.38 1.40 -0.27
C -0.50 0.59 -1.26
H 0.05 -1.21 1.76
H 0.77 0.41 1.95
H -0.90 2.36 -0.02
H -2.41 1.61 -0.62
H -0.05 1.29 -1.98
H -1.04 -0.19 -1.84
O 1.77 -2.46 0.11
H 2.64 -2.20 0.49
H 1.49 -1.67 -0.41

Calculated values
- frontier orbital gap (eV) = 9.51
- 2S+1 = 1
- HOMO energy (eV) = -8.84

---

Quick one: least stable of them? arrangement w

---

Arrangement w

ORCA calculation (ωB97M-V with the def2-TZVPD basis set) on a cluster of 2 separate species, C3H8OS2 in total.

Cartesian coordinates (Å):
C -0.79 0.18 -1.69
S 0.58 -1.04 -1.29
S 0.62 -0.95 0.76
C 1.71 -2.32 1.17
H -1.75 -0.03 -1.19
H -0.41 1.16 -1.36
H -0.92 0.21 -2.78
H 2.77 -2.12 0.85
H 1.66 -2.36 2.26
H 1.30 -3.22 0.71
C -1.74 2.78 1.18
O -1.67 3.70 0.35
H -2.73 2.40 1.50
H -0.84 2.45 1.73

Calculated values
- frontier orbital gap (eV) = 8.37
- 2S+1 = 1
- HOMO energy (eV) = -7.86
- SMILES string = CSSC.C=O

---

Arrangement x

ORCA calculation (ωB97M-V with the def2-TZVPD basis set) on a cluster of 2 separate species, C3H8OS2 in total.

Cartesian coordinates (Å):
C -0.23 -2.33 0.35
C -0.37 -1.62 -0.96
O 0.03 -2.04 -2.02
H -1.01 -1.95 1.00
H 0.75 -2.37 0.83
H -0.45 -3.39 0.17
H -1.10 -0.79 -1.00
C 0.01 2.76 0.71
S 0.63 1.12 1.09
S 1.64 0.63 -0.67
H -0.93 2.88 1.25
H -0.19 2.81 -0.35
H 0.66 3.56 1.05
H 0.56 0.73 -1.45

Calculated values
- frontier orbital gap (eV) = 9.37
- 2S+1 = 1
- HOMO energy (eV) = -8.93
- SMILES string = CC=O.CSS

---

Quick one: least stable of them? arrangement w